# 1
Density functional theory data (ωB97M-V with the def2-TZVPD basis set) for a structure of composition C37H26Cl2N10RuS2 in a non-equilibrium geometry.

Computed properties:
HOMO energy (spin up / spin down) (eV): -7.00 / -7.00
ΔE to the lowest compared entry with this formula, charge and spin (kcal/mol): 197.9
HOMO-LUMO gap (spin up / spin down) (eV): 5.33 / 5.33
Largest force on an atom (Eh/bohr): 0.084

CARTESIAN COORDINATES (ANGSTROEM)
Ru 1.140 0.467 -0.513
C 3.820 5.354 0.666
C 3.677 5.032 2.015
C 2.718 4.120 2.431
C 1.907 3.552 1.466
C 0.932 2.447 1.561
N 0.753 1.702 2.603
C 0.075 0.534 2.402
C -0.694 -0.172 3.273
C -1.130 0.078 4.611
C -2.089 -0.713 5.139
C -2.755 -1.737 4.339
C -2.360 -2.052 3.098
C -1.098 -1.439 2.610
C -0.649 -1.222 1.212
N -0.959 -2.065 0.186
C -0.913 -1.665 -1.035
N -0.589 -0.400 -1.549
C -0.876 -0.431 -2.863
N -1.019 0.559 -3.731
C -0.914 1.818 -3.371
N -0.126 2.388 -2.472
C -0.573 3.698 -2.133
N -0.035 4.200 -1.117
C 0.945 3.179 -0.623
N 0.355 2.254 0.334
C 2.046 3.877 0.123
C 2.996 4.785 -0.298
C -1.644 4.021 -3.080
C -2.418 5.148 -3.264
C -3.380 5.103 -4.268
C -3.565 3.962 -5.045
C -2.798 2.821 -4.841
C -1.831 2.876 -3.856
C -1.257 -1.794 -3.289
C -1.577 -2.317 -4.525
C -1.919 -3.665 -4.571
C -1.969 -4.437 -3.411
C -1.671 -3.889 -2.167
C -1.300 -2.560 -2.141
N 0.131 -0.182 1.158
H 4.586 6.057 0.367
H 4.334 5.492 2.742
H 2.613 3.836 3.470
H -0.732 0.928 5.151
H -2.453 -0.531 6.142
H -3.620 -2.232 4.765
H -2.878 -2.783 2.491
H 3.107 5.040 -1.344
H -2.280 6.027 -2.650
H -4.001 5.971 -4.448
H -4.325 3.963 -5.815
H -2.942 1.922 -5.424
H -1.554 -1.703 -5.415
H -2.161 -4.124 -5.521
H -2.252 -5.479 -3.482
H -1.734 -4.471 -1.256
C 1.839 -4.902 1.168
N 1.733 -3.895 0.132
C 2.171 -2.646 0.153
S 2.084 -1.721 -1.280
N 2.750 -2.101 1.255
C 2.385 -2.199 2.564
H 1.817 -5.884 0.701
H 1.014 -4.845 1.871
H 2.787 -4.793 1.695
H 1.204 -4.124 -0.696
H 3.117 -1.140 1.062
H 0.162 -6.686 4.466
H 0.184 -5.466 5.239
H 1.938 -5.097 4.549
Cl 0.874 -4.376 4.504
C 2.227 -1.899 3.719
Cl 3.214 0.816 0.692
H 2.221 -1.443 4.681
H -0.286 -2.166 2.869
S 2.387 1.297 -2.428
C 1.087 2.121 -1.753

***

# 2
Density functional theory data (ωB97M-V with the def2-TZVPD basis set) for a structure of composition C37H27Br2N4PtS in a non-equilibrium geometry.

Computed properties:
Net charge: +1
HOMO energy (eV): -9.54
ΔE to the lowest compared entry with this formula, charge and spin (kcal/mol): 0.0
HOMO-LUMO gap (eV): 6.30
Largest force on an atom (Eh/bohr): 0.032

CARTESIAN COORDINATES (ANGSTROEM)
Pt 0.218 0.865 -0.610
C 4.472 0.150 -0.898
C 4.971 1.442 -0.808
C 4.097 2.507 -0.712
C 2.717 2.286 -0.716
C 2.203 0.985 -0.803
C 3.101 -0.074 -0.884
C 1.729 3.349 -0.644
C 2.114 4.705 -0.595
C 1.179 5.682 -0.495
C -0.184 5.328 -0.494
C -1.194 6.308 -0.398
C -2.514 5.968 -0.472
C -2.860 4.623 -0.669
C -1.895 3.653 -0.736
C -0.526 3.954 -0.616
N 0.443 2.970 -0.648
H 5.152 -0.690 -0.977
H 6.038 1.616 -0.817
H 4.502 3.507 -0.630
H 2.747 -1.091 -0.956
H 3.162 4.958 -0.621
H 1.464 6.725 -0.433
H -0.893 7.341 -0.272
H -3.284 6.725 -0.409
H -3.901 4.348 -0.784
H -2.190 2.643 -0.919
Br -6.475 0.604 0.586
C -4.617 0.543 0.253
C -4.161 0.338 -1.045
C -2.800 0.368 -1.241
N -1.910 0.545 -0.261
C -2.346 0.650 1.020
C -3.719 0.696 1.283
C -1.351 0.673 2.090
C -1.697 0.628 3.446
C -0.702 0.634 4.395
Br -1.142 0.593 6.231
C 0.632 0.669 4.005
C 0.890 0.692 2.649
N -0.062 0.692 1.725
H -4.847 0.184 -1.865
H -2.386 0.265 -2.236
H -4.078 0.859 2.288
H -2.732 0.578 3.751
H 1.428 0.682 4.736
H 1.910 0.715 2.277
N 0.210 -1.182 -0.946
S 0.752 -2.351 -0.005
C -0.600 -3.489 0.398
C -1.907 -3.043 0.327
C -2.940 -3.898 0.687
C -2.653 -5.185 1.116
C -1.336 -5.620 1.190
C -0.300 -4.773 0.833
C 1.688 -3.462 -1.072
C 3.012 -3.708 -0.742
C 3.779 -4.505 -1.579
C 3.219 -5.036 -2.730
C 1.887 -4.788 -3.044
C 1.111 -4.001 -2.211
H -0.279 -1.505 -1.770
H -2.113 -2.039 -0.008
H -3.967 -3.562 0.631
H -3.458 -5.851 1.397
H -1.121 -6.628 1.519
H 0.728 -5.108 0.891
H 3.431 -3.271 0.157
H 4.813 -4.706 -1.333
H 3.819 -5.651 -3.387
H 1.454 -5.210 -3.941
H 0.069 -3.820 -2.450

***

# 3
Density functional theory data (ωB97M-V with the def2-TZVPD basis set) for a structure of composition C37H30Cl4N4NaO5PS.

Computed properties:
Net charge: -2
HOMO energy (eV): -1.11
ΔE to the lowest compared entry with this formula, charge and spin (kcal/mol): 0.0
HOMO-LUMO gap (eV): 4.77
Largest force on an atom (Eh/bohr): 0.005

CARTESIAN COORDINATES (ANGSTROEM)
Na -0.552 1.541 -0.483
C 1.060 5.768 -0.244
N 1.831 4.720 -0.878
C 3.083 4.305 -0.471
C 3.375 3.180 -1.141
N 2.286 2.897 -1.953
C 1.308 3.844 -1.766
S -0.201 3.906 -2.502
C 2.135 1.669 -2.663
C 1.682 1.673 -3.971
C 1.512 0.449 -4.591
C 1.841 -0.704 -3.899
C 2.308 -0.589 -2.603
N 2.451 0.581 -1.978
H 1.699 6.637 -0.082
H 0.673 5.394 0.703
H 0.235 6.021 -0.904
H 3.634 4.835 0.284
H 4.227 2.528 -1.101
H 1.413 2.603 -4.446
H 1.101 0.398 -5.589
H 1.695 -1.683 -4.332
H 2.548 -1.475 -2.024
Cl 1.046 4.288 5.890
C 0.207 3.487 4.588
C -0.937 2.768 4.829
Cl -1.581 2.658 6.445
C -1.581 2.107 3.764
Cl -3.083 1.264 4.058
C -1.105 2.114 2.441
O -1.684 1.523 1.474
C 0.136 2.877 2.180
O 0.609 2.908 0.989
C 0.714 3.542 3.270
Cl 2.160 4.497 2.966
O -1.658 0.238 -4.387
C -1.636 -0.107 -3.198
O -0.730 0.098 -2.345
C -2.837 -0.901 -2.662
C -3.979 -0.966 -3.452
C -5.111 -1.638 -3.024
C -5.100 -2.264 -1.786
C -3.959 -2.224 -0.998
C -2.809 -1.551 -1.417
P -1.295 -1.493 -0.350
C -0.224 -2.744 -1.183
C -0.318 -3.091 -2.528
C 0.591 -3.972 -3.102
C 1.617 -4.518 -2.344
C 1.718 -4.182 -0.999
C 0.809 -3.306 -0.424
C -1.844 -2.494 1.099
C -2.197 -1.740 2.216
C -2.626 -2.364 3.381
C -2.692 -3.748 3.444
C -2.336 -4.509 2.336
C -1.918 -3.885 1.171
H -3.940 -0.461 -4.409
H -5.999 -1.669 -3.646
H -5.978 -2.789 -1.427
H -3.970 -2.721 -0.038
H -1.103 -2.671 -3.143
H 0.496 -4.226 -4.152
H 2.330 -5.198 -2.795
H 2.510 -4.601 -0.390
H 0.897 -3.056 0.629
H -2.127 -0.655 2.168
H -2.888 -1.757 4.239
H -3.012 -4.237 4.357
H -2.381 -5.592 2.383
H -1.642 -4.484 0.310
C 2.275 0.329 3.884
N 2.370 0.111 2.456
C 3.053 1.105 1.654
C 1.812 -0.969 1.890
O 1.305 -1.910 2.484
H 3.242 0.166 4.372
H 1.547 -0.367 4.294
H 1.945 1.352 4.073
H 4.118 1.133 1.917
H 2.613 2.089 1.796
H 2.952 0.848 0.600
H 1.860 -0.933 0.787